This record from OMol25 describes a structure of composition C32H38AsN6OPSW at a distorted geometry. The level of theory is ωB97M-V/def2-TZVPD.

```
! wB97M-V def2-TZVPD RIJCOSX def2/J DEFGRID3
* xyz 2 1
W -0.7773 -0.9006 0.2135
S 0.2721 0.7880 -0.9801
C 0.9777 0.0591 -2.4499
C 1.3759 0.9033 -3.4762
C 1.9607 0.3704 -4.6135
C 2.1369 -0.9991 -4.7386
C 1.7401 -1.8443 -3.7137
C 1.1716 -1.3215 -2.5565
As 0.6598 -2.4322 -1.0421
C 0.1046 -4.1241 -1.8377
C -1.2485 -4.2308 -2.1595
C -1.7204 -5.3674 -2.7956
C -0.8472 -6.4040 -3.0934
C 0.4967 -6.3040 -2.7641
C 0.9820 -5.1637 -2.1418
C 2.3519 -2.7605 -0.1236
C 2.4696 -3.8644 0.7197
C 3.6028 -4.0227 1.4990
C 4.6122 -3.0735 1.4512
C 4.4891 -1.9644 0.6293
C 3.3611 -1.8024 -0.1577
H 1.2317 1.9672 -3.3762
H 2.2852 1.0294 -5.4026
H 2.5934 -1.4126 -5.6243
H 1.8652 -2.9217 -3.7934
H -1.9135 -3.3956 -1.9215
H -2.7624 -5.4467 -3.0629
H -1.2140 -7.2880 -3.5901
H 1.1670 -7.1130 -2.9990
H 2.0355 -5.0644 -1.8986
H 1.6715 -4.6056 0.7383
H 3.6972 -4.8854 2.1407
H 5.5028 -3.2088 2.0456
H 5.2773 -1.2266 0.5968
H 3.2636 -0.9375 -0.8104
O 0.6526 -1.1173 1.6880
P -0.0144 -1.0309 3.0446
N -1.1805 -2.2652 3.1053
C -1.4856 -3.0259 1.8897
C -2.3184 -4.2098 2.3791
C -1.6299 -4.5325 3.7019
C -1.3404 -3.1485 4.2798
N -0.7987 0.4473 3.1296
C -1.5790 0.8640 4.3045
C -2.9065 1.3351 3.7248
C -2.4862 1.9804 2.4060
C -1.3097 1.1172 1.9370
N 1.1009 -1.2150 4.2139
C 0.9664 -0.8262 5.6223
C 2.2837 -1.3068 6.2140
C 3.2752 -0.9202 5.1188
C 2.5319 -1.2790 3.8370
H -0.5583 -3.4216 1.4129
H -2.0753 -2.3979 1.1666
H -2.3048 -5.0321 1.6666
H -3.3497 -3.9089 2.5612
H -0.6984 -5.0647 3.5140
H -2.2504 -5.1297 4.3642
H -0.4387 -3.1563 4.8896
H -2.1786 -2.7896 4.8826
H -1.0565 1.6850 4.8029
H -1.7024 0.0367 5.0010
H -3.4135 2.0425 4.3728
H -3.5631 0.4820 3.5481
H -2.1504 3.0047 2.5723
H -3.2947 2.0056 1.6767
H -0.5335 1.7333 1.4619
H -1.7102 0.3515 1.1954
H 0.0876 -1.2930 6.0692
H 0.8868 0.2608 5.7229
H 2.2646 -2.3882 6.3435
H 2.4976 -0.8395 7.1702
H 4.2185 -1.4506 5.2032
H 3.4757 0.1495 5.1625
H 2.7640 -2.2964 3.5126
H 2.7609 -0.5972 3.0174
N -2.5112 -0.8886 -0.6857
C -3.6248 -0.4676 -0.8615
N -4.7639 -0.1685 -1.1505
C -5.7316 0.6026 -0.7641
N -6.5868 1.2675 -0.3886
*
```

Computed properties:
ΔE to the lowest compared entry with this formula, charge and spin: 44.6 kcal/mol
HOMO (spin up / spin down): -14.0 / -14.1 eV
gap between HOMO and LUMO (spin up / spin down): 0.2286 / 0.2324 Eh


This record from OMol25 describes an isolated molecule of C9H7N3O2 at a distorted geometry. The level of theory is ωB97M-V/def2-TZVPD.

```
! wB97M-V def2-TZVPD RIJCOSX def2/J DEFGRID3
* xyz 0 1
C 1.1964 -2.4058 1.7078
C 1.3653 -1.0301 1.0263
C 2.4677 -0.1115 1.1844
N 3.2685 0.7075 1.2951
N 0.8245 -0.8878 -0.3283
O 0.9551 -1.7541 -1.1660
C 0.0360 0.1572 -0.5991
C -0.6644 0.3914 -1.7867
C -1.4792 1.5217 -1.9429
C -1.6984 2.4070 -0.8715
C -1.1588 2.0575 0.3574
C -0.2883 0.9982 0.5130
N 0.0057 0.4201 1.7045
O 0.0268 0.8368 2.8683
H 0.2230 -2.6163 1.9169
H 1.6717 -2.4950 2.6828
H 1.5602 -3.1327 1.1083
H -0.5484 -0.3081 -2.5814
H -1.9045 1.7229 -2.9420
H -2.1557 3.3699 -1.0411
H -1.3109 2.8272 1.1723
*
```

Computed properties:
structure (SMILES): C/C(C#N)=[N+](\[O-])c1ccccc1N=O
ΔE to the lowest compared entry with this formula, charge and spin: 111.7 kcal/mol
HOMO (spin up / spin down): -8.3 / -8.2 eV
gap between HOMO and LUMO (spin up / spin down): 0.2574 / 0.2618 Eh


This record from OMol25 describes a structure of composition C13H24NO6STi. The level of theory is ωB97M-V/def2-TZVPD.

```
! wB97M-V def2-TZVPD RIJCOSX def2/J DEFGRID3
* xyz 1 1
Ti -0.3378 0.7499 0.0921
C -2.0084 0.5877 -2.7711
C -1.9040 -0.8152 -2.2159
O -0.6720 -0.8559 -1.4968
C -0.1446 -2.1566 -1.2315
C 1.2853 -1.9544 -0.7901
O 1.2639 -0.9183 0.1836
C 2.2421 -0.9470 1.2135
C 2.0948 0.3940 1.9010
O 0.6982 0.7270 1.9550
C -0.0941 0.2547 3.0563
C -0.8827 -0.9674 2.6052
O -1.2800 -0.8247 1.2361
C -2.2199 0.1963 0.8535
C -0.9125 2.6407 0.9344
O 0.8337 1.5206 -1.0788
C 0.5994 2.1896 -2.2888
C -0.8540 2.6219 -2.3065
O -1.6261 1.5307 -1.7596
H -3.0272 0.7998 -3.1004
H -1.3343 0.6842 -3.6241
H -1.8776 -1.5370 -3.0350
H -2.7356 -1.0708 -1.5577
H -0.1703 -2.7629 -2.1396
H -0.7388 -2.6400 -0.4532
H 1.9173 -1.6448 -1.6255
H 1.6764 -2.8794 -0.3609
H 3.2458 -1.0554 0.7966
H 2.0441 -1.7870 1.8871
H 2.5456 1.1830 1.3006
H 2.5150 0.4164 2.9049
H -0.7449 1.0813 3.3338
H 0.5481 0.0372 3.9093
H -1.7611 -1.1165 3.2343
H -0.2742 -1.8703 2.6290
H -2.6115 0.7408 1.7102
H -3.0207 -0.2535 0.2750
H -1.6496 3.1379 0.3026
H -1.3758 2.5783 1.9183
H 0.8268 1.5163 -3.1234
H 1.2559 3.0601 -2.3737
H -1.2205 2.8800 -3.3006
H -1.0142 3.4740 -1.6509
S 0.4836 3.8081 1.1008
C 0.9496 3.4477 2.6828
N 1.2809 3.1548 3.7488
*
```

Computed properties:
ΔE to the lowest compared entry with this formula, charge and spin: 0.2 kcal/mol
HOMO: -11.3 eV
gap between HOMO and LUMO: 0.3228 Eh


This record from OMol25 describes a cluster of 2 separate species, C2H3F2NO2 in total at a distorted geometry. The level of theory is ωB97M-V/def2-TZVPD.

```
! wB97M-V def2-TZVPD RIJCOSX def2/J DEFGRID3
* xyz 0 1
C 0.4366 1.1259 0.2808
C -0.6429 0.2975 -0.3437
N 0.1588 -1.6971 0.0109
O -0.3480 -2.5661 -0.5667
O 1.0455 -1.6753 0.7779
F -1.8103 0.3682 0.1781
F -0.7883 0.2869 -1.6706
H 0.2409 0.9067 1.3046
H 1.4804 0.8139 0.0424
H 0.2271 2.1394 -0.0137
*
```

Computed properties:
ΔE to the lowest compared entry with this formula, charge and spin: 69.4 kcal/mol
HOMO: -9.2 eV
gap between HOMO and LUMO: 0.3431 Eh


This record from OMol25 describes a cluster of 7 separate species, C18H34O15S3 in total at a distorted geometry. The level of theory is ωB97M-V/def2-TZVPD.

```
! wB97M-V def2-TZVPD RIJCOSX def2/J DEFGRID3
* xyz 0 1
C -5.3812 5.5862 0.1734
C -4.4807 4.4648 -0.4344
O -4.6151 4.6092 -1.8489
C -5.7508 5.2889 -2.1057
O -6.4854 5.1919 -3.0612
O -6.2109 5.8399 -0.8999
H -4.8490 6.4941 0.4573
H -5.7734 5.3139 1.1532
H -4.7399 3.4507 -0.1304
H -3.5002 4.7027 -0.0217
C 4.0431 -1.0853 3.4988
C 5.0962 -1.4027 2.5450
O 5.8866 -0.2160 2.4783
C 5.2720 0.7825 3.0498
O 5.6721 1.9465 3.1969
O 4.0433 0.3389 3.4237
H 4.3583 -1.5832 4.4158
H 3.0578 -1.3848 3.1418
H 4.7140 -1.4199 1.5244
H 5.6649 -2.2765 2.8631
C 0.5202 0.2712 -1.0099
C -0.6092 -0.4421 -0.2145
O -0.5634 -1.7623 -0.8518
C 0.6953 -1.9756 -1.2991
O 1.1161 -3.0900 -1.5697
O 1.2413 -0.7524 -1.5944
H 1.1682 0.7657 -0.2863
H 0.0637 1.0009 -1.6787
H -1.5129 0.0683 -0.5475
H -0.4525 -0.6749 0.8388
C 1.9291 7.6102 -2.5848
C 2.3257 6.2322 -1.9188
O 1.7282 6.3388 -0.6715
C 0.9518 7.5017 -0.5669
O 0.3655 7.8253 0.4584
O 1.0403 8.2061 -1.7006
H 1.4234 7.3645 -3.5186
H 2.7976 8.1751 -2.9238
H 3.3782 6.0057 -1.7483
H 1.8379 5.3382 -2.3075
C -0.6154 -3.9673 6.8564
S -1.9651 -3.1637 5.8495
O -1.1080 -2.1715 5.0357
C -1.9636 -4.5453 4.4917
H -0.8309 -4.9797 7.1979
H -0.3347 -3.3476 7.7080
H 0.3327 -3.8974 6.3231
H -1.1269 -5.2150 4.6904
H -1.9881 -4.2009 3.4578
H -2.8622 -5.0594 4.8327
C 5.9115 -6.7354 -2.2061
S 7.4979 -5.9778 -2.5172
O 8.6363 -6.8830 -1.9951
C 7.4104 -6.1310 -4.3338
H 5.0416 -6.2675 -2.6671
H 5.7757 -6.8093 -1.1271
H 5.9439 -7.7754 -2.5307
H 8.0127 -5.3531 -4.8032
H 6.3848 -6.1902 -4.6980
H 7.8823 -7.0603 -4.6531
C -6.5918 -1.2983 -1.5465
S -8.0150 -0.0839 -1.4306
O -7.5624 1.1108 -0.6328
C -7.7072 0.4001 -3.2534
H -6.4807 -1.5926 -0.5029
H -5.6412 -0.9014 -1.9026
H -6.8433 -2.1543 -2.1727
H -8.3472 1.1337 -3.7437
H -7.5702 -0.3932 -3.9882
H -6.7423 0.8618 -3.4625
*
```

Computed properties:
ΔE to the lowest compared entry with this formula, charge and spin: 72.9 kcal/mol
HOMO: -9.0 eV
gap between HOMO and LUMO: 0.3289 Eh